1.
# C3H2FN

A cluster of 2 separate species, C3H2FN in total (ωB97M-V/def2-TZVPD, the OMol25 dataset).

Values from the calculation:
- HOMO-LUMO gap (alpha / beta): 6.2324 / 6.2362 eV
- LUMO energy (alpha / beta): -3.530 / -3.530 eV
- E_HOMO (alpha / beta): -9.76 / -9.77 eV

Geometry as XYZ:
```
7
Properties=species:S:1:pos:R:3:nbo_charge:R:1
C -0.01837 1.09325 0.06504 -0.17
C -0.79260 0.05018 0.21801 0.33
C 0.57600 -0.27919 0.03859 0.31
N 1.62201 -0.88804 -0.05737 -0.60
F -3.39284 -0.21066 -0.15267 -0.58
H 0.23608 2.11890 -0.04600 0.28
H 1.76972 -1.88443 -0.06559 0.43
```


2.
# C19H26N4O2

An isolated molecule of C19H26N4O2 (ωB97M-V/def2-TZVPD, the OMol25 dataset).

Values from the calculation:
- HOMO-LUMO gap: 9.3090 eV
- LUMO energy: 0.728 eV
- Structure (SMILES): O=C(NCCN1CCOCC1)c1ccc2c(c1)ncn2C1CCCC1
- E_HOMO: -8.58 eV

Geometry as XYZ:
```
51
Properties=species:S:1:pos:R:3:nbo_charge:R:1
O 2.49082 2.34310 1.28685 -0.64
C 2.04058 1.91505 0.23949 0.68
N 2.77658 1.83391 -0.89770 -0.60
H 2.35412 1.39036 -1.69841 0.39
C 4.21762 1.83004 -0.86154 -0.24
H 4.50654 2.19448 0.12595 0.23
H 4.61738 2.51208 -1.61849 0.20
C 4.75124 0.41030 -1.11664 -0.22
N 3.95389 -0.56990 -0.40465 -0.45
C 4.11745 -1.91946 -0.91411 -0.24
C 3.11537 -2.83625 -0.20973 -0.07
O 3.30647 -2.83050 1.18392 -0.52
C 3.18482 -1.52015 1.68913 -0.07
C 4.18315 -0.56923 1.03177 -0.27
H 4.02510 0.43244 1.42922 0.23
H 5.21204 -0.89382 1.27034 0.17
H 3.36680 -1.58638 2.76266 0.19
H 2.16582 -1.14360 1.51350 0.17
H 3.24569 -3.87012 -0.53489 0.19
H 2.09320 -2.50415 -0.44713 0.17
H 3.92000 -1.92558 -1.98905 0.20
H 5.14013 -2.30000 -0.74031 0.17
H 5.82082 0.36650 -0.84855 0.18
H 4.66188 0.18786 -2.18461 0.19
C 0.62505 1.47237 0.09511 -0.17
C 0.30974 0.35443 -0.66082 -0.21
C -1.01875 -0.04646 -0.69958 0.15
N -1.60481 -1.10325 -1.34947 -0.47
C -2.86476 -1.02590 -1.05476 0.21
N -3.18928 0.02166 -0.24420 -0.36
C -2.01070 0.67585 0.01002 0.11
C -1.68721 1.78637 0.77697 -0.25
C -0.36284 2.16231 0.81348 -0.16
H -0.05249 3.00768 1.40811 0.23
H -2.43419 2.33292 1.33333 0.22
C -4.49788 0.34338 0.26523 -0.04
H -4.40846 1.31563 0.75624 0.22
C -5.00178 -0.72218 1.26298 -0.41
H -4.84564 -0.41806 2.29660 0.22
C -6.47710 -0.91796 0.92260 -0.40
C -6.50452 -0.77113 -0.59581 -0.40
H -7.50560 -0.59052 -0.98313 0.22
C -5.56459 0.40780 -0.85155 -0.42
H -5.10604 0.36979 -1.83900 0.22
H -6.11661 1.34468 -0.77402 0.21
H -6.11654 -1.67819 -1.06180 0.20
H -6.85467 -1.88115 1.26083 0.22
H -7.07646 -0.13060 1.38224 0.20
H -4.45559 -1.65266 1.09815 0.21
H -3.60041 -1.71897 -1.41519 0.20
H 1.06344 -0.22338 -1.17330 0.22
```


3.
# C22H25BrCoNO

A structure of composition C22H25BrCoNO (ωB97M-V/def2-TZVPD, the OMol25 dataset).

Values from the calculation:
- HOMO-LUMO gap (alpha / beta): 8.2581 / 6.7296 eV
- Spin multiplicity: 5
- LUMO energy (alpha / beta): 0.582 / -1.224 eV
- E_HOMO (alpha / beta): -7.68 / -7.95 eV

Geometry as XYZ:
```
51
Properties=species:S:1:pos:R:3:nbo_charge:R:1
C 1.86742 1.73437 2.77286 -0.34
C 0.51093 1.85686 2.41559 -0.12
C 0.05665 0.64353 1.78420 -0.50
H -0.04404 2.78854 2.49503 0.22
C 1.23233 -0.25375 1.74148 -0.40
C 2.32842 0.49710 2.30633 -0.12
H 1.18404 -1.30651 1.56606 0.24
C 2.75755 3.09724 -1.17231 -0.33
C 1.69444 3.47125 -0.33207 -0.15
C 0.57226 2.58822 -0.58804 -0.44
H 1.68637 4.30619 0.39181 0.22
C 0.96615 1.74988 -1.75583 -0.24
C 2.32469 2.05045 -2.03933 -0.08
H -0.95405 0.30051 1.66381 0.26
H 3.31238 0.09729 2.53644 0.23
H 2.45548 2.45843 3.43099 0.23
H 2.94222 1.55116 -2.79077 0.23
H -0.45161 2.75402 -0.22598 0.24
H 3.75488 3.55306 -1.17052 0.23
Co 0.89233 0.64356 -0.03573 1.20
C 0.02163 0.84864 -2.51325 -0.07
C 0.28473 0.74412 -4.00970 -0.59
C -1.37167 1.43930 -2.27340 -0.60
H 0.16621 1.68195 -4.56644 0.22
H -0.42190 -0.00209 -4.41353 0.21
H 1.29131 0.35579 -4.23405 0.21
H -1.32805 2.51706 -2.46787 0.21
H -1.76051 1.35117 -1.25179 0.24
H -2.11314 0.99765 -2.96072 0.21
C 0.35902 -0.61428 -2.04784 -0.62
C -0.75127 -1.26619 -1.33451 0.73
H 1.26150 -0.72996 -1.29353 0.27
H 0.85685 -1.21407 -2.82219 0.28
O -1.57181 -0.49014 -0.78942 -0.60
N -0.70672 -2.66156 -1.19993 -0.72
C -0.30677 -3.11474 0.14245 -0.23
H -1.55965 -3.12076 -1.57979 0.40
C -1.30743 -2.74487 1.24571 -0.07
C -0.92730 -2.85114 2.58297 -0.21
H 0.03051 -3.33226 2.77828 0.21
C -1.77479 -2.38316 3.59117 -0.21
H -1.46734 -2.56229 4.62188 0.22
C -2.94057 -1.70707 3.26350 -0.22
H -3.58264 -1.35813 4.05668 0.22
C -3.33234 -1.57155 1.93681 -0.21
H -4.22646 -1.00024 1.66612 0.22
C -2.57278 -2.20388 0.93578 -0.18
H -2.98870 -2.26086 -0.08183 0.22
H 0.70482 -2.70813 0.30505 0.21
H -0.20711 -4.20030 0.13150 0.22
Br 3.15354 -0.41940 -0.41212 -0.56
```


4.
# C17H20N2O4

A structure of composition C17H20N2O4 (ωB97M-V/def2-TZVPD, the OMol25 dataset).

Values from the calculation:
- HOMO-LUMO gap: 8.4670 eV
- LUMO energy: -0.103 eV
- E_HOMO: -8.57 eV

Geometry as XYZ:
```
43
Properties=species:S:1:pos:R:3:nbo_charge:R:1
C -1.32674 2.35580 -1.77015 -0.63
C -0.86382 2.65229 -0.50639 -0.10
C -1.63464 3.23668 0.40049 -0.16
C -1.30355 3.70111 1.68544 -0.23
C -0.07429 3.53459 1.99523 -0.06
C 0.77565 2.85428 1.33580 0.18
C 0.27890 2.55066 0.13778 -0.02
H 1.24289 2.07114 -0.73802 0.14
O 2.24011 2.51813 1.64482 -0.50
C 2.19547 1.18310 2.29434 -0.16
C 1.78995 0.08088 1.62017 0.20
C 2.19787 -0.46429 0.40235 -0.17
C 0.81080 -1.20719 -0.16888 0.06
N -0.03129 -1.15964 0.87368 -0.03
O 0.39766 -0.15521 1.65696 -0.29
C 0.81982 -2.22036 -1.03301 0.57
O 1.74406 -2.84525 -1.47120 -0.59
N -0.31172 -2.32081 -1.82345 -0.42
C -1.41178 -1.84312 -1.68661 -0.24
H -1.46930 -1.10069 -0.64703 0.22
C -2.48369 -2.77347 -1.37596 -0.09
H -3.51382 -2.43082 -1.00312 0.23
O -2.53329 -3.83226 -2.30457 -0.53
C -1.38137 -4.39635 -2.44971 0.00
H -1.22105 -5.02125 -3.59896 0.16
C -0.28267 -3.37880 -3.01387 -0.19
H 0.53582 -3.69142 -3.15790 0.19
H -0.42715 -2.86634 -3.87855 0.19
H -1.09375 -4.89227 -1.63567 0.17
H -2.32095 -3.40012 -0.37453 0.15
H -1.71368 -1.22543 -2.52368 0.18
H 3.05074 -0.44310 -0.17460 0.23
H 3.31954 0.95490 2.50182 0.23
H 1.62660 1.30388 3.25553 0.22
C 0.38558 3.82990 3.57730 -0.61
H 1.66691 3.71815 3.71199 0.23
H 0.09363 4.76847 3.73925 0.18
H -0.01531 2.90929 4.50176 0.21
H -1.93215 4.20754 2.46097 0.23
H -2.62604 3.63483 0.34151 0.20
H -1.45146 3.22931 -2.37516 0.23
H -0.63435 1.70844 -1.98233 0.22
H -2.31466 2.10093 -1.73876 0.23
```


Asked for F_max across the records above, the calculation gives 2.613 0.789 3.656 15.985 eV/Å in order.
Asked for energy relative to the best compared isomer or geometry (same formula, charge and spin) across the records above, the calculation gives 7.139 1.826 0.000 19.774 eV in order.